Model A:
Here is a structure of composition C6H9N from the OMol25 dataset. Energies are from ωB97M-V/def2-TZVPD.

## Properties
Kohn-Sham gap (alpha / beta)	7.130 / 7.131	eV
LUMO (alpha / beta)	0.19 / 0.19	eV
HOMO (alpha / beta)	-6.9 / -6.9	eV

Geometry as ORCA input:
```
! wB97M-V def2-TZVPD RIJCOSX def2/J DEFGRID3
* xyz 0 1
C 1.5777 -0.5919 0.8055
C 0.4404 -0.0183 -0.0191
C 0.5642 0.4738 -1.4141
C -0.4826 1.0102 0.5346
C -1.7822 0.5000 0.2506
N -1.8020 -0.3676 -0.8811
C -0.9038 -0.8128 0.0990
H 1.2627 -0.8891 1.8178
H 2.3953 0.1292 0.9034
H 1.9763 -1.4765 0.2968
H 1.1405 1.3872 -1.5304
H 0.7861 -0.2893 -2.1643
H -0.2912 1.7254 1.3332
H -2.6963 0.7339 0.7776
H -1.0932 0.1459 -1.5562
H -1.0919 -1.6603 0.7465
*
```

---

Model B:
Here is an isolated molecule of C6H9N from the OMol25 dataset. Energies are from ωB97M-V/def2-TZVPD.

## Properties
Kohn-Sham gap	8.714	eV
LUMO	0.59	eV
HOMO	-8.1	eV
structure (SMILES)	CC1=CN=C[C@@H]1C

Geometry as ORCA input:
```
! wB97M-V def2-TZVPD RIJCOSX def2/J DEFGRID3
* xyz 0 1
C 1.5164 -0.7309 1.1833
C 0.3425 -0.4808 0.3203
C 0.0770 0.9742 -1.5537
C -0.2185 0.8884 -0.0218
C -1.6698 0.4898 0.0913
N -1.8984 -0.7258 -0.2310
C -0.6590 -1.3374 0.0722
H 1.3247 -0.2270 2.1445
H 2.4629 -0.3427 0.8009
H 1.5951 -1.8025 1.3843
H 1.1774 0.9989 -1.7237
H -0.3369 1.8356 -2.0732
H 0.0705 1.7643 0.5741
H -2.4665 0.9889 0.6211
H -0.5670 0.0863 -1.9164
H -0.7505 -2.3791 0.3281
*
```

---

Model C:
Here is an isolated molecule of C6H9N from the OMol25 dataset. Energies are from ωB97M-V/def2-TZVPD.

## Properties
Kohn-Sham gap	10.346	eV
LUMO	1.04	eV
HOMO	-9.3	eV
structure (SMILES)	[H]/N=C/CC(C)=C=C

Geometry as ORCA input:
```
! wB97M-V def2-TZVPD RIJCOSX def2/J DEFGRID3
* xyz 0 1
C -1.9958 0.0974 1.1279
C -0.6776 0.0958 0.3729
C -0.0305 1.2100 0.1448
C 0.6757 2.2627 -0.1640
C 1.3711 -1.0823 -0.6167
C -0.0811 -1.1817 -0.2115
N 1.7575 -1.5121 -1.7471
H -2.7895 -0.4179 0.5737
H -2.3333 1.1244 1.3058
H -1.9147 -0.3891 2.1087
H 1.4433 2.6473 0.5021
H 0.5205 2.7703 -1.1127
H 2.0566 -0.6802 0.1436
H -0.6365 -1.4921 -1.1047
H -0.1398 -2.0101 0.5083
H 2.7742 -1.4424 -1.8311
*
```

---

Of the structures shown above, model C is the most stable.